C74H205N17O20 | ωB97M-V/def2-TZVPD

The max |F| is 0.0877 Eh/bohr. The calculation puts the gap between HOMO and LUMO at 9.25 eV. The HOMO energy comes out at -8.72 eV.

XYZ file:
```
316
C74H205N17O20 (ωB97M-V/def2-TZVPD)
C -6.89 4.12 -1.70
C -5.60 3.36 -2.14
O -5.18 3.57 -3.46
H -7.19 3.80 -0.70
H -7.70 3.86 -2.38
H -6.65 5.18 -1.61
H -5.90 2.31 -2.09
H -4.83 3.60 -1.41
H -5.17 4.52 -3.62
C -3.08 3.02 3.11
C -2.09 4.05 2.60
O -2.07 4.21 1.27
H -4.09 3.08 2.68
H -3.35 3.16 4.15
H -2.81 1.98 2.96
H -1.08 3.68 2.79
H -2.19 5.07 2.96
H -1.39 3.65 0.90
C 4.07 -1.46 -1.59
C 5.53 -1.00 -1.56
O 6.19 -1.15 -0.33
H 3.69 -1.28 -2.60
H 3.63 -0.94 -0.73
H 3.98 -2.53 -1.40
H 5.59 0.07 -1.74
H 6.06 -1.47 -2.39
H 6.47 -2.06 -0.19
C 5.78 -4.48 -4.41
C 5.14 -3.19 -4.88
C 5.49 -2.78 -6.31
O 4.69 -1.66 -6.70
C 5.23 -0.43 -6.22
N 3.75 -3.34 -4.71
H 6.86 -4.49 -4.27
H 5.51 -5.18 -5.20
H 5.43 -4.78 -3.43
H 5.41 -2.41 -4.16
H 5.11 -3.62 -6.89
H 6.55 -2.70 -6.56
H 5.00 -0.33 -5.16
H 4.70 0.31 -6.83
H 6.29 -0.34 -6.46
H 3.39 -2.42 -4.93
H 3.16 -4.00 -5.21
C -0.38 1.40 -6.77
C 0.32 0.07 -6.85
C 0.81 -0.59 -5.58
O -0.23 -1.06 -4.79
C -0.03 -1.99 -3.82
N -0.65 -0.81 -7.43
H -0.90 1.76 -7.66
H 0.31 2.19 -6.47
H -1.18 1.40 -6.03
H 1.20 0.11 -7.49
H 1.42 0.10 -5.00
H 1.53 -1.36 -5.82
H 0.15 -3.02 -4.11
H -0.90 -2.01 -3.17
H 0.83 -1.71 -3.21
H -0.15 -1.67 -7.29
H -1.44 -0.93 -6.82
C -7.80 -4.28 -1.06
C -7.59 -2.96 -0.16
C -8.34 -1.76 -0.73
O -8.14 -0.55 0.07
C -6.93 0.26 -0.09
N -8.09 -3.21 1.20
H -7.47 -4.14 -2.09
H -8.84 -4.62 -1.00
H -7.17 -5.01 -0.56
H -6.55 -2.64 -0.17
H -9.40 -1.99 -0.64
H -8.03 -1.73 -1.78
H -6.64 0.84 0.79
H -7.01 1.09 -0.78
H -6.06 -0.38 -0.26
H -8.11 -2.34 1.72
H -9.08 -3.43 1.28
C -6.25 -2.80 -7.84
C -4.93 -2.19 -7.28
C -5.07 -2.16 -5.79
O -3.87 -1.84 -5.09
C -3.67 -0.40 -4.94
N -3.79 -2.95 -7.79
H -7.16 -2.41 -7.40
H -6.32 -3.88 -7.72
H -6.37 -2.62 -8.90
H -4.70 -1.16 -7.54
H -5.49 -3.10 -5.41
H -5.87 -1.50 -5.47
H -4.58 0.20 -4.86
H -3.17 -0.13 -5.87
H -2.93 -0.30 -4.14
H -4.03 -2.99 -8.77
H -2.94 -2.41 -7.74
C 2.15 -8.89 -0.97
C 3.25 -7.76 -1.20
C 3.81 -7.53 -2.63
O 4.47 -8.71 -3.03
C 5.09 -8.59 -4.32
N 2.58 -6.53 -0.71
H 2.07 -9.24 0.06
H 2.48 -9.71 -1.62
H 1.19 -8.53 -1.34
H 4.11 -8.04 -0.58
H 4.40 -6.61 -2.64
H 2.93 -7.41 -3.27
H 4.49 -8.03 -5.03
H 5.01 -9.57 -4.77
H 6.13 -8.25 -4.28
H 1.63 -6.53 -1.05
H 2.47 -6.74 0.28
C -1.99 0.37 -0.63
C -0.83 0.38 0.32
C 0.25 -0.68 -0.08
O 0.01 -2.10 0.25
C 0.93 -3.06 -0.22
N -0.27 1.73 0.34
H -2.66 -0.45 -0.39
H -1.60 0.12 -1.62
H -2.47 1.34 -0.50
H -1.15 0.07 1.32
H 1.20 -0.32 0.32
H 0.41 -0.65 -1.16
H 0.59 -4.06 0.03
H 1.96 -2.92 0.11
H 0.93 -3.00 -1.31
H 0.13 1.93 -0.56
H 0.44 1.85 1.05
C 4.97 -11.31 3.86
C 5.66 -10.99 2.57
C 5.62 -9.41 2.36
O 4.26 -9.02 2.07
C 3.95 -7.69 2.50
N 7.08 -11.40 2.56
H 4.00 -10.82 3.85
H 5.46 -10.92 4.75
H 4.90 -12.35 4.20
H 5.12 -11.43 1.74
H 6.24 -9.03 1.54
H 6.16 -8.91 3.16
H 2.91 -7.57 2.20
H 4.62 -6.96 2.05
H 4.07 -7.63 3.58
H 7.52 -11.26 3.46
H 7.24 -12.38 2.35
C -2.62 -3.45 2.71
C -3.60 -2.91 1.65
C -3.13 -3.17 0.11
O -4.10 -2.84 -0.83
C -3.76 -3.13 -2.13
N -4.82 -3.72 1.94
H -1.64 -3.55 2.23
H -2.86 -4.48 2.95
H -2.57 -2.73 3.52
H -3.80 -1.84 1.72
H -2.77 -4.19 0.00
H -2.35 -2.42 -0.08
H -2.92 -2.49 -2.41
H -4.64 -2.97 -2.76
H -3.46 -4.17 -2.29
H -5.41 -3.61 1.13
H -5.26 -3.32 2.75
C 2.15 6.08 1.03
C 1.81 6.55 2.51
C 0.85 7.72 2.62
O 0.42 7.88 4.02
C -0.20 9.13 4.29
N 1.26 5.29 3.06
H 2.73 5.16 0.93
H 2.73 6.88 0.56
H 1.20 5.93 0.52
H 2.75 6.79 3.01
H -0.13 7.52 2.17
H 1.25 8.66 2.22
H 0.32 10.09 4.34
H -0.70 9.12 5.26
H -1.03 9.19 3.59
H 0.89 5.43 3.99
H 0.31 5.25 2.70
C -7.66 -1.74 6.02
C -6.36 -1.56 6.75
C -5.75 -0.18 6.59
O -5.75 0.43 5.27
C -4.53 0.08 4.55
N -6.59 -1.96 8.15
H -7.97 -2.78 6.12
H -7.65 -1.47 4.97
H -8.46 -1.13 6.44
H -5.65 -2.27 6.32
H -4.84 -0.18 7.19
H -6.36 0.40 7.29
H -4.55 0.51 3.55
H -4.37 -0.98 4.32
H -3.56 0.36 4.95
H -7.00 -2.87 8.29
H -7.27 -1.34 8.57
C 8.02 -4.28 -1.68
C 7.38 -5.49 -0.94
C 6.09 -4.95 -0.29
O 6.35 -3.87 0.52
C 6.90 -4.25 1.80
N 7.00 -6.44 -1.99
H 7.38 -3.50 -2.08
H 8.81 -4.61 -2.36
H 8.56 -3.80 -0.87
H 8.07 -5.88 -0.19
H 5.53 -5.78 0.12
H 5.39 -4.64 -1.07
H 7.77 -4.91 1.77
H 6.23 -4.84 2.43
H 7.16 -3.33 2.32
H 6.42 -7.21 -1.71
H 7.83 -6.90 -2.33
C 3.96 2.13 0.68
C 3.52 2.10 2.14
C 4.19 3.07 3.17
O 3.90 2.43 4.48
C 4.26 3.38 5.44
N 2.08 2.02 2.28
H 3.57 1.29 0.12
H 5.03 1.93 0.65
H 3.71 2.99 0.05
H 3.86 1.12 2.48
H 3.68 4.03 3.12
H 5.26 3.25 3.04
H 5.34 3.47 5.45
H 3.83 3.02 6.38
H 3.84 4.36 5.22
H 1.82 1.68 3.19
H 1.92 3.01 2.28
C 0.57 10.80 -1.53
C -0.72 10.16 -1.69
C -0.60 8.77 -2.32
O -1.91 8.19 -2.44
C -1.91 6.83 -2.95
N -1.25 10.00 -0.34
H 1.20 10.58 -2.39
H 1.02 10.45 -0.60
H 0.49 11.88 -1.53
H -1.31 10.73 -2.42
H 0.07 8.19 -1.69
H -0.11 9.07 -3.25
H -1.58 6.79 -3.98
H -2.98 6.60 -2.92
H -1.40 6.10 -2.32
H -1.89 10.77 -0.19
H -1.89 9.22 -0.39
C 2.79 4.40 -3.16
C 2.07 3.26 -3.95
C 0.58 3.35 -3.83
O 0.12 3.24 -2.55
C -1.32 3.15 -2.45
N 2.55 3.42 -5.35
H 2.60 4.04 -2.15
H 2.41 5.42 -3.27
H 3.85 4.34 -3.39
H 2.38 2.28 -3.58
H 0.20 2.53 -4.43
H 0.25 4.34 -4.16
H -1.93 3.85 -3.02
H -1.60 3.21 -1.40
H -1.79 2.22 -2.78
H 2.65 4.41 -5.52
H 3.52 3.15 -5.29
C -0.40 1.70 5.64
C 0.94 2.41 5.78
C 0.92 3.91 6.33
O 0.03 4.78 5.61
C -0.53 5.83 6.39
N 1.64 1.48 6.64
H -1.02 2.23 4.91
H -1.12 1.69 6.46
H -0.31 0.67 5.32
H 1.36 2.43 4.78
H 1.89 4.36 6.53
H 0.62 3.84 7.38
H -0.70 6.78 5.88
H 0.18 6.21 7.11
H -1.41 5.60 7.00
H 2.63 1.67 6.58
H 1.32 1.70 7.57
C 4.24 -2.17 3.81
C 3.07 -1.62 4.63
C 2.28 -2.51 5.62
O 1.33 -3.34 5.02
C 0.20 -2.60 4.45
N 3.68 -0.53 5.35
H 4.11 -3.16 3.36
H 5.06 -2.33 4.51
H 4.58 -1.58 2.96
H 2.37 -1.33 3.86
H 1.74 -1.89 6.33
H 3.07 -3.16 6.01
H 0.36 -2.21 3.44
H -0.08 -1.67 4.94
H -0.70 -3.21 4.56
H 3.99 0.13 4.65
H 2.92 -0.15 5.88
C -5.14 5.88 1.52
C -4.33 7.11 1.05
C -5.13 8.15 0.25
O -4.30 9.27 -0.09
C -4.64 9.90 -1.33
N -3.70 7.69 2.28
H -5.33 5.23 0.67
H -6.09 6.05 2.03
H -4.52 5.34 2.23
H -3.53 6.68 0.44
H -6.05 8.47 0.74
H -5.38 7.62 -0.67
H -5.61 9.60 -1.74
H -3.86 9.63 -2.03
H -4.51 10.98 -1.45
H -3.09 8.41 1.91
H -3.11 6.99 2.70
```